1.
{"formula": "C7H6BF3O", "method": "ωB97M-V/def2-TZVPD", "species": ["O", "B", "C", "C", "C", "C", "C", "C", "C", "F", "F", "F", "H", "H", "H", "H", "H", "H"], "xyz": [[0.203, 1.521, -2.294], [0.484, 0.656, -1.388], [-0.002, 0.334, 0.048], [0.658, -0.419, 1.029], [-0.104, -0.822, 2.128], [-1.406, -0.403, 2.312], [-1.982, 0.500, 1.419], [-1.324, 0.761, 0.287], [1.881, -0.527, -2.139], [3.091, -0.565, -1.530], [2.050, -0.342, -3.476], [1.557, -1.844, -2.017], [-0.359, 2.280, -2.290], [1.687, -0.611, 0.952], [0.266, -1.787, 2.629], [-1.869, -0.835, 3.273], [-2.997, 0.901, 1.641], [-1.834, 1.204, -0.583]], "smiles": "OB(c1ccccc1)C(F)(F)F", "lumo_energy_ha": 0.00446, "orbital_gap_ev": 10.0, "total_charge": 0, "e_tot_ev": -18232.75239}

=====

2.
{"formula": "C4H8O2", "method": "ωB97M-V/def2-TZVPD", "species": ["C", "C", "O", "H", "H", "H", "H", "C", "C", "O", "H", "H", "H", "H"], "xyz": [[-0.757, 0.980, -2.703], [-1.091, 0.367, -1.571], [-0.964, -0.973, -1.395], [-0.357, 0.420, -3.542], [-0.893, 2.051, -2.807], [-1.494, 0.918, -0.719], [-1.143, -1.177, -0.459], [1.305, -0.146, 2.386], [0.497, -0.669, 1.240], [-0.675, -0.977, 1.330], [1.726, 0.830, 2.114], [0.681, -0.053, 3.277], [2.151, -0.814, 2.584], [1.014, -0.758, 0.265]], "smiles": "C=CO.CC=O", "lumo_energy_ha": 0.03049, "de_lowest_kj_mol": 168.6, "orbital_gap_ev": 9.5, "total_charge": 0, "e_tot_ev": -8371.53405}

=====

3.
{"formula": "C4H7N3O2", "method": "ωB97M-V/def2-TZVPD", "species": ["C", "C", "C", "C", "H", "H", "H", "H", "H", "H", "H", "N", "N", "N", "O", "O"], "xyz": [[-0.711, -0.811, -0.008], [1.639, -0.594, -0.304], [1.144, 0.748, -0.317], [-0.348, 0.600, -0.024], [-2.524, -0.224, -0.862], [-2.236, -1.942, 0.784], [0.659, -2.510, 0.435], [3.473, -0.643, 0.058], [0.779, 3.177, -0.233], [-2.385, 0.940, -0.289], [-1.742, 1.928, 1.254], [-1.839, -1.375, -0.357], [0.561, -1.449, -0.137], [-1.385, 1.587, 0.052], [2.817, -1.220, 0.119], [2.098, 1.786, -0.172]], "lumo_energy_ha": -0.07478, "de_lowest_kj_mol": 1299.0, "orbital_gap_ev": 5.0, "total_charge": 0, "e_tot_ev": -12814.06627}